No. 1
{
  "formula": "C27H64N10O28S5",
  "method": "wB97M-V/def2-TZVPD",
  "species": ["C", "O", "N", "N", "H", "H", "H", "H", "C", "O", "N", "N", "H", "H", "H", "H", "C", "O", "N", "N", "H", "H", "H", "H", "C", "O", "N", "N", "H", "H", "H", "H", "C", "O", "N", "N", "H", "H", "H", "H", "C", "C", "O", "S", "O", "O", "O", "H", "H", "H", "H", "C", "C", "O", "S", "O", "O", "O", "H", "H", "H", "H", "C", "C", "O", "S", "O", "O", "O", "H", "H", "H", "H", "C", "C", "O", "S", "O", "O", "O", "H", "H", "H", "H", "C", "C", "O", "S", "O", "O", "O", "H", "H", "H", "H", "C", "C", "C", "O", "C", "H", "H", "H", "H", "H", "H", "H", "H", "C", "C", "C", "O", "C", "H", "H", "H", "H", "H", "H", "H", "H", "C", "C", "C", "O", "C", "H", "H", "H", "H", "H", "H", "H", "H"],
  "coordinates": [[-5.497, 1.292, -0.479], [-5.642, 1.002, -1.667], [-4.489, 0.861, 0.156], [-6.248, 2.181, 0.088], [-4.055, 0.035, -0.229], [-4.555, 1.062, 1.144], [-6.066, 2.456, 1.042], [-7.037, 2.587, -0.395], [2.107, 1.581, -4.943], [1.701, 0.524, -4.454], [2.864, 2.372, -4.189], [1.959, 2.030, -6.115], [3.151, 1.949, -3.318], [2.748, 3.343, -4.441], [2.474, 2.801, -6.516], [1.136, 1.620, -6.534], [-0.060, -3.414, -2.673], [-0.930, -2.769, -2.079], [0.338, -3.155, -3.841], [0.555, -4.452, -2.175], [-0.032, -2.288, -4.202], [1.076, -3.631, -4.340], [1.156, -4.993, -2.780], [0.374, -4.807, -1.247], [-3.315, -1.437, -4.071], [-2.424, -2.097, -4.666], [-3.130, -0.777, -2.900], [-4.429, -1.070, -4.567], [-3.873, -0.235, -2.483], [-2.386, -1.178, -2.347], [-5.048, -0.547, -3.965], [-4.731, -1.289, -5.506], [-2.612, -5.385, -0.634], [-3.243, -6.330, -0.207], [-1.742, -4.733, -0.071], [-2.914, -4.973, -1.830], [-1.407, -3.921, -0.569], [-1.473, -4.895, 0.889], [-3.681, -5.488, -2.239], [-2.342, -4.281, -2.294], [3.342, -3.413, 4.779], [4.233, -2.546, 3.753], [3.436, -1.397, 3.412], [2.255, -1.084, 4.578], [1.040, -0.520, 3.953], [2.777, -0.463, 5.801], [2.112, -2.750, 4.836], [3.882, -3.303, 5.719], [3.144, -4.454, 4.524], [4.579, -3.149, 2.913], [5.146, -2.176, 4.219], [-1.712, -2.692, 3.435], [-2.401, -1.353, 3.711], [-3.299, -1.020, 2.654], [-3.353, -2.168, 1.559], [-3.261, -1.589, 0.203], [-4.436, -3.137, 1.926], [-1.954, -2.936, 2.071], [-1.953, -3.478, 4.150], [-0.648, -2.490, 3.557], [-1.643, -0.575, 3.618], [-2.856, -1.273, 4.698], [4.901, 3.670, 0.814], [4.712, 2.446, 1.573], [5.526, 1.402, 0.976], [6.265, 1.876, -0.445], [5.415, 1.504, -1.622], [7.686, 1.535, -0.526], [6.068, 3.480, -0.069], [5.147, 4.455, 1.529], [3.988, 3.931, 0.278], [3.676, 2.111, 1.525], [4.870, 2.524, 2.649], [-1.921, 2.244, -3.487], [-1.596, 2.607, -4.911], [-2.130, 3.865, -4.974], [-3.634, 3.908, -4.302], [-4.579, 3.326, -5.218], [-3.950, 5.207, -3.683], [-3.187, 2.733, -3.215], [-1.184, 2.726, -2.845], [-1.823, 1.177, -3.285], [-2.199, 2.050, -5.628], [-0.546, 2.571, -5.204], [-2.110, 4.672, -0.952], [-1.863, 3.694, 0.222], [-2.482, 4.275, 1.339], [-3.434, 5.597, 0.899], [-3.468, 6.692, 1.875], [-4.749, 5.122, 0.413], [-2.333, 5.851, -0.303], [-2.945, 4.341, -1.569], [-1.261, 4.797, -1.624], [-0.840, 3.408, 0.465], [-2.396, 2.766, 0.019], [0.003, -0.525, 0.540], [1.456, 0.030, 0.488], [1.572, 0.731, -0.908], [0.219, 1.132, -1.219], [-0.703, 0.192, -0.633], [-0.485, -0.343, 1.498], [-0.025, -1.609, 0.432], [2.251, -0.714, 0.532], [1.572, 0.823, 1.227], [1.885, 0.085, -1.728], [2.163, 1.646, -0.950], [-0.802, -0.543, -1.432], [-1.672, 0.614, -0.367], [1.932, 5.328, 4.518], [0.639, 4.632, 4.071], [1.046, 3.218, 3.697], [2.415, 3.337, 3.328], [2.983, 4.309, 4.248], [1.964, 5.711, 5.538], [2.058, 6.161, 3.827], [0.234, 5.146, 3.199], [-0.200, 4.637, 4.767], [0.487, 2.922, 2.809], [1.013, 2.437, 4.456], [3.825, 4.833, 3.795], [3.253, 3.878, 5.212], [3.267, -5.039, 1.153], [2.983, -6.355, 0.438], [1.470, -6.535, 0.431], [0.981, -5.441, 1.182], [1.845, -4.379, 1.181], [3.983, -4.458, 0.571], [3.645, -5.106, 2.173], [3.449, -7.231, 0.888], [3.260, -6.256, -0.612], [1.141, -7.556, 0.621], [1.076, -6.358, -0.569], [1.834, -3.805, 2.108], [1.648, -3.695, 0.356]],
  "lowdin_charge": [-0.79, 0.01, 0.19, 0.19, 0.06, 0.12, 0.11, 0.13, -0.80, 0.02, 0.17, 0.18, 0.09, 0.11, 0.13, 0.13, -0.75, -0.02, 0.22, 0.19, 0.12, 0.13, 0.12, 0.07, -0.70, -0.02, 0.17, 0.18, 0.07, 0.05, 0.11, 0.13, -0.86, 0.02, 0.20, 0.19, 0.08, 0.12, 0.12, 0.08, -0.17, -0.14, -0.22, 0.78, -0.26, -0.24, -0.23, 0.12, 0.13, 0.11, 0.12, -0.17, -0.15, -0.20, 0.76, -0.26, -0.24, -0.22, 0.14, 0.11, 0.11, 0.14, -0.16, -0.20, -0.21, 0.76, -0.29, -0.24, -0.20, 0.13, 0.13, 0.11, 0.13, -0.22, -0.20, -0.20, 0.74, -0.22, -0.24, -0.20, 0.11, 0.12, 0.13, 0.12, -0.22, -0.18, -0.22, 0.79, -0.24, -0.26, -0.18, 0.09, 0.14, 0.12, 0.10, -0.13, -0.12, -0.16, -0.17, -0.18, 0.09, 0.09, 0.10, 0.09, 0.11, 0.10, 0.08, 0.09, -0.17, -0.15, -0.20, -0.16, -0.20, 0.12, 0.11, 0.11, 0.12, 0.11, 0.12, 0.11, 0.12, -0.14, -0.15, -0.18, -0.14, -0.21, 0.11, 0.09, 0.11, 0.11, 0.13, 0.09, 0.11, 0.11],
  "gap_ha": 0.3043,
  "total_charge": 0,
  "max_force_ha_per_bohr": 0.182,
  "mol_weight_g_mol": 1137.2,
  "homo_ev": -8.4
}

=====

No. 2
{
  "formula": "C3H7Br2OP",
  "method": "wB97M-V/def2-TZVPD",
  "species": ["C", "C", "C", "O", "P", "Br", "Br", "H", "H", "H", "H", "H", "H", "H"],
  "coordinates": [[-2.159, 0.021, -1.428], [0.857, 0.053, 0.939], [2.045, -0.227, 0.005], [-0.025, -1.050, 1.120], [-2.815, 1.463, -1.028], [2.816, 1.398, -0.784], [-3.684, 1.089, 0.987], [0.547, -1.821, 1.124], [-1.577, 0.119, -2.379], [-2.229, -0.904, -0.985], [0.300, 0.919, 0.706], [1.206, 0.425, 1.956], [1.768, -0.756, -0.794], [2.950, -0.729, 0.560]],
  "lowdin_charge": [-0.49, -0.35, -0.57, -0.07, 0.43, 0.60, 0.12, 0.08, 0.01, -0.04, 0.07, 0.13, -0.01, 0.10],
  "gap_ha": 0.3542,
  "total_charge": 0,
  "max_force_ha_per_bohr": 0.096,
  "mol_weight_g_mol": 249.9,
  "homo_ev": -9.6,
  "e_above_lowest_kj_mol": 264.3
}